49
Properties=species:S:1:pos:R:3 method="wB97M-V/def2-TZVPD" de_lowest_kj_mol=102.9 total_charge=+1 homo_lumo_gap_ev=5.84 homo_energy_ev=-11.93
Pd 0.4983 -1.0801 1.3655
S -0.3619 -2.7660 0.0449
C -1.8786 -2.6578 0.8850
S -1.6080 -1.5358 2.1646
C -3.0124 -3.3109 0.5569
C -4.1962 -3.0926 1.3276
N -5.1184 -2.8415 1.9661
C -3.0118 -4.1659 -0.5899
N -2.9668 -4.8011 -1.5469
C 3.5333 -3.2196 1.2407
S 2.9391 -1.8628 2.1845
O 2.5372 -0.7816 1.1758
O 3.9264 -1.4537 3.1155
O 1.6270 -2.2722 2.7745
H 4.4586 -2.9084 0.7601
H 2.7792 -3.5057 0.5113
H 3.7221 -4.0316 1.9397
C 3.9902 2.7112 -2.3157
C 3.3804 1.7235 -3.0766
C 2.3653 0.9575 -2.5283
C 1.9593 1.2243 -1.2231
C 2.5723 2.1932 -0.4390
C 3.5898 2.9436 -1.0059
As 0.4519 0.2487 -0.5322
C -1.2013 0.3781 -1.4670
C -1.5214 -0.1382 -2.7149
C -2.8221 -0.0031 -3.1679
C -3.7761 0.6076 -2.3615
C -3.4474 1.0986 -1.1070
C -2.1434 0.9969 -0.6399
C -1.6545 1.4503 0.6804
C -2.4330 1.9476 1.7025
C -1.8584 2.2359 2.9405
C -0.5075 2.0467 3.1488
C 0.3073 1.5657 2.1210
C -0.2815 1.2748 0.8875
H 4.7869 3.3029 -2.7459
H 3.6958 1.5433 -4.0951
H 1.8948 0.1804 -3.1165
H 2.2621 2.3867 0.5737
H 4.0702 3.7129 -0.4171
H -0.7797 -0.6401 -3.3222
H -3.1004 -0.3826 -4.1410
H -4.7934 0.6939 -2.7185
H -4.2090 1.5594 -0.4917
H -3.4962 2.0898 1.5585
H -2.4765 2.6136 3.7434
H -0.0663 2.2841 4.1073
H 1.3746 1.4802 2.2881

47
Properties=species:S:1:pos:R:3 method="wB97M-V/def2-TZVPD" s_squared=6.0660 total_charge=+3 multiplicity=5 homo_lumo_gap_ev="3.23 / 5.32" homo_energy_ev="-13.61 / -18.22"
O -6.2223 2.2473 -6.3141
C -5.5398 1.5631 -5.7140
Pt -2.0061 0.7074 -3.0720
C -1.0188 -0.8884 -2.1538
O -0.3927 -1.7035 -1.6385
C -0.6950 2.1819 -2.3043
O -0.0149 3.0315 -1.9698
C -3.2425 1.1013 -1.5031
O -3.8326 1.4442 -0.5883
C -0.8946 0.5492 -4.7160
O -0.2557 0.6375 -5.6871
H -2.7479 2.0255 -3.7240
O -1.0795 0.9634 -0.5358
As 0.2844 0.4438 0.3333
C 0.1763 1.3419 2.0423
C 1.3971 1.3585 2.7205
C 1.4025 1.6672 4.0823
C 0.2012 1.9452 4.7405
C -1.0121 1.9156 4.0472
C -1.0390 1.6025 2.6814
C -0.4234 -1.2396 0.9799
C 0.4266 -2.3312 0.9792
C -0.0409 -3.5477 1.4667
C -1.3453 -3.6561 1.9518
C -2.1841 -2.5409 1.9451
C -1.7272 -1.3168 1.4447
C 1.9074 0.0909 -0.7785
C 2.0191 0.2342 -2.1605
C 3.2059 -0.1388 -2.8070
C 4.2769 -0.6602 -2.0781
C 4.1653 -0.7992 -0.6923
C 2.9841 -0.4181 -0.0427
H 2.3219 1.1093 2.1886
H 2.3550 1.6831 4.6096
H 0.2183 2.1801 5.8101
H -1.9502 2.1278 4.5641
H -1.9885 1.5531 2.1316
H 1.4382 -2.2555 0.5631
H 0.6254 -4.4083 1.4417
H -1.7058 -4.6217 2.3264
H -3.2072 -2.6172 2.3139
H -2.4014 -0.4500 1.4206
H 1.1837 0.6400 -2.7592
H 3.2833 -0.0281 -3.8928
H 5.2028 -0.9604 -2.5890
H 4.9900 -1.2085 -0.1076
H 2.9025 -0.5554 1.0441

48
Properties=species:S:1:pos:R:3 method="wB97M-V/def2-TZVPD" de_lowest_kj_mol=0.0 total_charge=+1 homo_lumo_gap_ev=6.84 homo_energy_ev=-11.01
Au 0.1557 -0.3359 -0.6977
C 1.1431 2.8352 2.1892
C 0.5308 2.1275 1.0293
N 0.8577 0.9366 0.6994
N 1.9554 0.3422 1.3463
C 2.5012 -0.5716 0.6005
O 1.9986 -0.9525 -0.5669
C 3.7403 -1.2491 1.0055
C 4.2195 -2.3215 0.2560
C 5.3867 -2.9589 0.6421
C 6.0724 -2.5297 1.7695
C 5.5938 -1.4606 2.5171
C 4.4305 -0.8177 2.1380
C -0.4205 2.8475 0.1549
C -1.0238 4.0295 0.5607
C -1.8535 4.6899 -0.3364
C -2.0393 4.1542 -1.5979
C -1.3994 2.9605 -1.9154
N -0.6116 2.3173 -1.0675
H 1.9286 2.2399 2.6365
H 0.3734 3.0294 2.9397
H 1.5403 3.7975 1.8660
H 3.6775 -2.6513 -0.6187
H 5.7605 -3.7921 0.0632
H 6.9843 -3.0293 2.0682
H 6.1317 -1.1287 3.3947
H 4.0511 0.0160 2.7119
H -0.8550 4.4294 1.5499
H -2.3384 5.6137 -0.0518
H -2.6626 4.6471 -2.3305
H -1.5282 2.5053 -2.8907
Br -0.7207 -4.6427 -3.1385
C -1.9478 -3.4940 -2.3088
C -3.3149 -3.8395 -2.2598
C -4.2339 -3.0156 -1.6763
Br -6.0514 -3.5209 -1.6492
C -3.8289 -1.7902 -1.0928
C -4.6723 -0.8495 -0.4719
C -4.1407 0.2989 0.0503
C -2.7627 0.5289 -0.0292
N -1.9412 -0.3307 -0.6007
C -2.4548 -1.4839 -1.1415
C -1.5140 -2.3138 -1.7658
O -0.2537 -1.8990 -1.8076
H -3.6296 -4.7751 -2.7003
H -5.7344 -1.0447 -0.4127
H -4.7650 1.0352 0.5345
H -2.3351 1.4167 0.4056

48
Properties=species:S:1:pos:R:3 method="wB97M-V/def2-TZVPD" de_lowest_kj_mol=15.5 total_charge=+1 homo_lumo_gap_ev=5.19 homo_energy_ev=-9.86
Au -0.5473 0.4086 -0.0834
C -1.0352 1.5617 3.9335
C -0.9092 1.4705 2.4553
N -0.8700 0.3434 1.8336
N -0.9290 -0.8862 2.3853
C -0.7837 -1.8198 1.4604
O -0.6424 -1.5633 0.1783
C -0.7746 -3.2252 1.8581
C -0.5496 -4.2127 0.8975
C -0.5461 -5.5440 1.2715
C -0.7679 -5.8924 2.5981
C -0.9867 -4.9107 3.5560
C -0.9889 -3.5778 3.1914
C -0.7766 2.6435 1.5720
C -0.7467 3.9430 2.0282
C -0.5701 4.9814 1.1244
C -0.4196 4.6988 -0.2214
C -0.4606 3.3782 -0.6301
N -0.6512 2.3918 0.2416
H -1.0787 0.5642 4.3575
H -1.9360 2.1121 4.2110
H -0.1744 2.0890 4.3499
H -0.3739 -3.9265 -0.1299
H -0.3676 -6.3112 0.5306
H -0.7688 -6.9352 2.8866
H -1.1528 -5.1885 4.5880
H -1.1534 -2.8031 3.9269
H -0.8500 4.1330 3.0874
H -0.5421 6.0062 1.4695
H -0.2646 5.4816 -0.9490
H -0.3407 3.0895 -1.6653
Br 4.8151 0.7040 -0.7955
C 3.4076 0.5951 -2.0343
C 3.6926 0.5682 -3.3989
C 2.6949 0.4909 -4.3359
Br 3.1501 0.4675 -6.1716
C 1.3541 0.4311 -3.9268
C 0.2574 0.3363 -4.8098
C -1.0231 0.2688 -4.3311
C -1.2357 0.2960 -2.9547
N -0.2275 0.3953 -2.1037
C 1.0753 0.4611 -2.5304
C 2.1069 0.5534 -1.5199
O 1.8242 0.5950 -0.2736
H 4.7242 0.6092 -3.7210
H 0.4419 0.3123 -5.8748
H -1.8695 0.1872 -4.9972
H -2.2303 0.2289 -2.5345

53
Properties=species:S:1:pos:R:3 method="wB97M-V/def2-TZVPD" de_lowest_kj_mol=216.6 s_squared=8.9024 total_charge=-1 multiplicity=6 homo_lumo_gap_ev="4.89 / 6.97" homo_energy_ev="-2.57 / -4.66"
Mn -0.3748 -0.8028 -0.1489
Cl -5.2482 1.6719 -4.1142
C -3.7609 1.0057 -3.5377
C -3.5565 0.8879 -2.1751
C -2.3638 0.3260 -1.7175
N -2.0140 0.0409 -0.4316
C -2.7718 0.4101 0.6789
O -3.7721 1.1441 0.6498
C -2.2184 -0.1742 1.8758
C -2.8187 -0.0024 3.1304
C -2.2936 -0.5929 4.2453
C -1.1413 -1.4082 4.0824
C -0.5987 -1.5540 2.8307
N -1.0674 -0.9585 1.7270
C -1.3433 -0.0697 -2.6528
C -1.5751 0.0786 -4.0202
C -2.7902 0.5889 -4.4473
Cl -3.1124 0.6915 -6.1414
N -0.2470 -0.5795 -2.0197
C 0.9104 -1.0025 -2.6715
O 1.1399 -0.8673 -3.8831
C 1.8426 -1.5722 -1.7260
C 3.0685 -2.1275 -2.1118
C 3.9585 -2.5800 -1.1767
C 3.6027 -2.4761 0.1962
C 2.3603 -2.0027 0.5164
N 1.4590 -1.5536 -0.3755
H -4.2989 1.2208 -1.4651
H -3.7023 0.6154 3.1615
H -2.7470 -0.4684 5.2175
H -0.6847 -1.8987 4.9271
H 0.2726 -2.1856 2.6928
H -0.8109 -0.2071 -4.7251
H 3.2731 -2.1759 -3.1708
H 4.9037 -3.0178 -1.4545
H 4.2923 -2.7818 0.9703
H 2.0492 -1.9582 1.5537
N 2.9484 4.4421 1.9574
C 2.2199 3.3506 1.5463
C 1.4250 2.6150 2.4337
C 0.6796 1.5626 1.9540
N 0.6516 1.1749 0.6727
C 1.3928 1.8919 -0.1808
C 2.1803 2.9561 0.2020
H 3.1221 4.5342 2.9454
H 3.6829 4.7587 1.3457
H 1.3869 2.8746 3.4830
H 0.0807 0.9949 2.6508
H 1.3486 1.5878 -1.2196
H 2.7664 3.4904 -0.5304
F -0.7605 -3.4235 -1.6061
B -0.6135 -2.7753 -0.4439
F -0.3324 -3.6994 0.5005